Record 1
Molecular formula: C3H13N3
Method: DFT, ωB97M-V/def2-TZVPD

Properties
E_LUMO ... 0.95 eV
Orbital gap ... 9.74 eV
SMILES ... C=N.CCN.N
Molar mass ... 91.2 u
Relative energy (zero: lowest compared OMol25 entry of this formula, charge and spin) ... 25.3 kcal per mole
HOMO level ... -8.78 eV

ORCA input file:
```
! RIJCOSX wB97M-V def2-TZVPD def2/J DEFGRID3
* xyz 0 1
N -1.594 -1.059 0.212
N 1.436 -1.247 0.371
N -2.063 0.428 -2.113
C 1.889 0.104 0.041
C 1.381 1.094 1.081
C -2.290 0.801 -0.899
H -1.885 -1.467 -0.711
H 1.469 0.355 -0.937
H 0.300 1.014 1.172
H 1.827 0.890 2.056
H -2.006 -1.540 1.002
H -3.306 0.701 -0.534
H -1.156 0.724 -2.472
H -0.573 -1.094 0.284
H 2.986 0.177 -0.032
H 1.801 -1.917 -0.297
H 1.778 -1.514 1.289
H -1.635 1.439 -0.300
H 1.640 2.111 0.791
*
```

natural (NBO) atomic charge list, values in e, 4 entries:
1 N -1.081
2 N -0.848
3 N -0.730
4 C -0.214

***

Record 2
Molecular formula: CH5N2S
Method: DFT, ωB97M-V/def2-TZVPD

Properties
E_LUMO ... -5.21 eV
Orbital gap ... 8.86 eV
Molar mass ... 77.1 u
Relative energy (zero: lowest compared OMol25 entry of this formula, charge and spin) ... 95.9 kcal per mole
HOMO level ... -14.07 eV

ORCA input file:
```
! RIJCOSX wB97M-V def2-TZVPD def2/J DEFGRID3
* xyz 1 1
S 2.061 0.489 -0.051
N -0.984 0.558 0.261
N 1.367 -0.918 0.017
C -0.691 -0.625 0.095
H 2.528 0.606 -1.417
H 1.151 -1.007 0.995
H -0.198 1.130 0.614
H -1.215 -1.566 -0.052
H -2.000 0.816 0.484
*
```

natural (NBO) atomic charge list, values in e, 4 entries:
1 S 0.379
2 N -0.658
3 N -0.700
4 C 0.302

***

Record 3
Molecular formula: C37H32N3O3ReSSi
Method: DFT, ωB97M-V/def2-TZVPD

Properties
E_LUMO (spin up / spin down) ... 1.77 / 1.65 eV
Orbital gap (spin up / spin down) ... 5.40 / 5.19 eV
<S²> ... 0.78
Molar mass ... 813.0 u
Relative energy (zero: lowest compared OMol25 entry of this formula, charge and spin) ... 12.8 kcal per mole
HOMO level (spin up / spin down) ... -3.63 / -3.55 eV

ORCA input file:
```
! RIJCOSX wB97M-V def2-TZVPD def2/J DEFGRID3
* xyz -1 2
Re -0.019 0.130 -0.198
S -2.570 0.237 -0.820
Si -4.350 0.182 -3.630
O -0.316 2.250 -0.120
O 2.140 -0.302 -0.074
O 4.342 -1.219 -0.919
N 0.595 0.449 1.756
N 1.729 -0.195 2.170
N -0.469 0.015 -2.220
C 3.967 -1.863 2.665
C -0.389 -1.804 0.333
C -5.042 1.756 -2.811
C 0.285 -0.044 -3.318
C -0.262 0.010 -4.584
C -3.465 -3.570 0.297
C -2.461 0.162 -3.596
C -2.667 3.791 2.883
C -0.919 -2.659 1.038
C -3.517 -5.105 2.150
C -1.958 3.753 0.588
C -5.379 -4.980 0.636
C 1.006 -3.674 4.565
C 4.547 -1.675 0.327
C -1.749 -3.880 4.370
C -1.648 0.107 -4.717
C -4.705 -4.014 -0.100
C 0.059 1.292 2.581
C -0.996 -3.717 3.195
C 2.456 -0.588 1.157
C -2.852 -4.068 1.467
C -1.762 2.799 3.179
C -1.135 -3.928 5.604
C 0.244 -3.827 5.715
C -1.816 0.133 -2.356
C 3.684 -1.363 1.396
C 5.072 -2.665 2.879
C -0.953 2.230 2.195
C -5.020 -1.385 -2.782
C -4.760 -5.539 1.745
C -1.045 2.698 0.835
C -4.903 0.146 -5.461
C 5.660 -2.484 0.560
C 0.400 -3.612 3.330
C -2.751 4.271 1.578
C 5.917 -2.978 1.822
C -1.588 -3.539 1.888
H -2.035 4.123 -0.424
H -4.572 -2.282 -3.202
H 2.082 -3.589 4.633
H -2.828 -3.902 4.318
H 3.286 -1.612 3.462
H -1.739 -4.019 6.499
H 3.458 -0.761 -0.892
H -4.787 -1.363 -1.722
H 1.352 -0.139 -3.156
H -3.039 -5.586 2.989
H 0.454 1.346 3.593
H 0.376 -0.036 -5.455
H -3.305 4.192 3.657
H 0.994 -3.470 2.439
H -5.161 -3.605 -0.991
H -4.660 2.655 -3.287
H -4.542 -0.747 -5.962
H -4.750 1.782 -1.766
H -5.254 -6.331 2.293
H -6.127 1.789 -2.859
H -2.094 0.138 -5.702
H -2.944 -2.814 -0.272
H -1.675 2.418 4.190
H 6.302 -2.707 -0.279
H -4.540 1.010 -6.009
H -5.987 0.144 -5.532
H 0.717 -3.838 6.687
H -6.369 -5.299 0.343
H -3.455 5.059 1.349
H 6.777 -3.615 1.980
H 5.280 -3.051 3.866
H -6.099 -1.468 -2.889
*
```

Löwdin atomic charge list, values in e, 4 entries:
1 Re 1.335
2 S 0.705
3 Si 0.559
4 O -0.226